No. 1
Computed, not measured: one molecule with the formula C3H6N2O2 at a distorted geometry, with ωB97M-V with the def2-TZVPD basis set.

ORCA input file:
```
! RIJCOSX wB97M-V def2-TZVPD def2/J DEFGRID3
* xyz 0 1
C -1.09 1.62 -1.20
N -0.75 0.97 -0.05
C -0.49 -0.47 -0.12
C 0.45 -0.80 1.04
N 1.73 -1.13 0.60
O 0.08 -0.60 2.16
O -1.03 2.80 -1.42
H -1.38 0.89 -1.97
H -0.30 1.52 0.66
H -0.12 -0.77 -1.10
H -1.42 -1.03 0.02
H 2.50 -0.99 1.26
H 1.83 -2.01 0.12
*
```

SMILES: NC(=O)CNC=O
Energy relative to the best compared isomer or geometry (same formula, charge and spin): 29.8 kcal per mole
LUMO: 0.59 eV



No. 2
Computed, not measured: one molecule with the formula C3H5O3PS at a distorted geometry, with ωB97M-V with the def2-TZVPD basis set.

ORCA input file:
```
! RIJCOSX wB97M-V def2-TZVPD def2/J DEFGRID3
* xyz 0 3
C -0.70 0.82 0.72
C -1.26 0.15 -0.52
C -1.34 -1.17 -0.47
O 1.25 1.74 -1.05
O 1.80 0.09 0.99
O 2.87 -1.11 -0.94
P 0.97 1.62 0.36
S 2.78 -0.96 0.49
H -1.43 1.55 1.14
H -0.42 -0.02 1.47
H -1.46 0.69 -1.51
H -1.90 -1.78 -1.18
H -1.16 -1.63 0.51
*
```

⟨S²⟩: 2.01
LUMO (spin up / spin down): 0.70 / -2.85 eV



No. 3
Computed, not measured: a 6-piece molecular cluster, C16H31O8 overall at a distorted geometry, with ωB97M-V with the def2-TZVPD basis set.

ORCA input file:
```
! RIJCOSX wB97M-V def2-TZVPD def2/J DEFGRID3
* xyz -1 1
O -13.06 -8.60 -6.45
C -14.00 -8.66 -5.54
O -13.66 -8.83 -4.37
O -15.19 -8.50 -5.85
H -12.50 -8.69 -5.68
C -9.05 -9.28 -7.12
C -8.74 -9.69 -8.56
O -7.75 -9.24 -9.07
C -9.75 -10.55 -9.32
H -8.33 -8.57 -6.71
H -9.00 -10.15 -6.46
H -10.00 -8.79 -6.92
H -10.81 -10.42 -9.10
H -9.55 -11.62 -9.20
H -9.65 -10.25 -10.36
C -13.92 -7.56 -10.08
C -14.22 -8.76 -10.94
O -14.77 -8.69 -12.03
C -13.62 -10.05 -10.50
H -14.21 -7.77 -9.05
H -14.40 -6.62 -10.35
H -12.84 -7.40 -10.04
H -13.42 -10.69 -11.36
H -14.41 -10.53 -9.92
H -12.71 -9.82 -9.94
C -12.37 -4.18 -0.71
C -12.85 -5.38 -1.52
O -13.86 -5.33 -2.15
C -12.11 -6.66 -1.41
H -11.41 -3.85 -1.10
H -12.28 -4.38 0.36
H -13.07 -3.35 -0.76
H -11.03 -6.51 -1.43
H -12.40 -7.31 -2.24
H -12.40 -7.13 -0.47
C -11.77 -11.60 -5.10
C -12.37 -12.16 -6.38
O -11.69 -12.66 -7.24
C -13.84 -12.24 -6.50
H -11.92 -10.54 -4.91
H -10.69 -11.79 -5.14
H -12.20 -12.24 -4.33
H -14.10 -12.74 -7.44
H -14.29 -11.26 -6.55
H -14.20 -12.86 -5.68
C -12.10 -5.07 -5.23
C -11.04 -5.87 -5.93
O -10.26 -6.66 -5.41
C -11.00 -5.83 -7.45
H -13.10 -5.22 -5.62
H -11.85 -4.01 -5.32
H -12.09 -5.38 -4.18
H -11.68 -6.60 -7.81
H -10.00 -5.91 -7.87
H -11.34 -4.83 -7.75
*
```

Energy relative to the best compared isomer or geometry (same formula, charge and spin): 23.6 kcal per mole
LUMO: 2.68 eV



No. 4
Computed, not measured: a 2-piece molecular cluster, C2H2Cl2O2S overall at a distorted geometry, with ωB97M-V with the def2-TZVPD basis set.

ORCA input file:
```
! RIJCOSX wB97M-V def2-TZVPD def2/J DEFGRID3
* xyz 0 1
C 0.73 -0.59 0.05
C -1.48 -0.48 0.04
O 2.84 0.95 -0.10
O 0.89 1.73 -1.33
S 1.45 0.98 -0.25
Cl -2.00 -1.72 1.04
Cl -2.12 1.01 0.47
H 1.08 -0.97 1.08
H -1.38 -0.92 -0.99
*
```

Energy relative to the best compared isomer or geometry (same formula, charge and spin): 123.0 kcal per mole
LUMO (spin up / spin down): -1.75 / -1.75 eV



No. 5
Computed, not measured: C24H38N14NdOS as an isolated structure at a distorted geometry, with ωB97M-V with the def2-TZVPD basis set.

ORCA input file:
```
! RIJCOSX wB97M-V def2-TZVPD def2/J DEFGRID3
* xyz -1 4
Nd -0.73 0.26 -0.49
N -0.55 0.47 2.21
C -1.32 -0.52 2.96
C -0.73 -1.91 2.81
N -0.70 -2.33 1.41
C 0.49 -3.13 1.17
C 1.74 -2.25 1.04
N 1.51 -1.24 0.02
C -1.92 -3.04 1.04
C -2.13 -3.20 -0.48
N -2.33 -1.91 -1.11
H 0.33 0.68 2.71
H -1.09 1.33 2.22
H -2.33 -0.50 2.55
H -1.37 -0.27 4.04
H -1.31 -2.63 3.43
H 0.29 -1.91 3.20
H 0.37 -3.67 0.22
H 0.64 -3.88 1.97
H 2.59 -2.91 0.80
H 1.96 -1.74 1.98
H 1.44 -1.72 -0.88
H 2.32 -0.62 -0.04
H -2.77 -2.46 1.40
H -1.96 -4.05 1.51
H -2.99 -3.88 -0.63
H -1.26 -3.67 -0.95
H -3.26 -1.55 -0.94
H -2.18 -2.00 -2.12
N 2.22 0.52 -3.03
C 1.44 -0.60 -3.11
N 1.87 -1.73 -3.67
N 0.87 -2.59 -3.49
N -0.10 -2.03 -2.87
N 0.20 -0.74 -2.60
C 1.91 1.65 -2.32
N 2.62 2.78 -2.42
N 2.04 3.61 -1.57
N 1.05 3.05 -0.99
N 0.92 1.77 -1.42
H 2.98 0.61 -3.68
C -4.49 4.11 2.73
C -3.01 3.98 2.49
C -2.13 3.77 3.55
C -0.79 3.53 3.31
C -0.31 3.52 2.01
C -1.17 3.77 0.94
C -2.51 4.02 1.20
S 1.39 2.97 1.73
C 2.13 4.65 1.94
O 1.74 2.25 2.98
H -4.74 3.74 3.72
H -5.03 3.54 1.98
H -4.80 5.16 2.66
H -2.51 3.77 4.56
H -0.10 3.33 4.13
H -0.77 3.81 -0.06
H -3.19 4.22 0.38
H 1.76 5.11 2.85
H 1.86 5.23 1.07
H 3.21 4.52 2.00
C -3.16 2.21 -2.45
C -4.25 2.07 -1.41
C -5.50 2.60 -1.62
C -6.52 2.47 -0.69
C -6.27 1.75 0.47
C -5.04 1.20 0.73
C -4.78 0.44 2.00
C -3.93 1.34 -0.20
N -2.76 0.85 0.08
H -3.50 2.83 -3.27
H -2.87 1.23 -2.84
H -2.26 2.67 -2.01
H -5.69 3.14 -2.55
H -7.50 2.91 -0.87
H -7.07 1.61 1.20
H -5.66 0.39 2.64
H -3.96 0.92 2.55
H -4.46 -0.58 1.77
*
```

⟨S²⟩: 3.76
LUMO (spin up / spin down): 2.45 / 2.45 eV



No. 6
Computed, not measured: a 5-piece molecular cluster, C39H72N3O9 overall at a distorted geometry, with ωB97M-V with the def2-TZVPD basis set.

ORCA input file:
```
! RIJCOSX wB97M-V def2-TZVPD def2/J DEFGRID3
* xyz 1 1
C -3.46 4.38 0.38
C -4.55 3.38 0.78
C -4.72 3.23 2.28
N -3.62 2.48 2.94
C -3.60 1.14 2.49
C -4.56 0.25 2.83
N -4.54 -0.99 2.38
N -5.60 -1.86 2.76
C -3.59 -1.41 1.56
C -2.59 -0.58 1.18
C -1.54 -1.05 0.22
C -2.00 -0.72 -1.21
C -0.89 -0.89 -2.25
C -0.03 0.36 -2.47
C 1.27 0.35 -1.64
C 2.40 1.09 -2.31
C 3.54 1.42 -1.36
C 4.61 2.21 -2.10
O 4.06 3.52 -2.31
C 5.04 4.53 -2.15
C -2.59 0.71 1.66
C -1.51 1.71 1.31
O -1.35 2.06 0.16
O -0.77 2.22 2.32
C -0.19 1.26 3.20
C 1.02 0.52 2.61
C 0.94 -1.00 2.75
C 1.79 -1.60 1.65
O 1.95 -3.02 1.87
C 2.30 -3.58 0.67
O 1.66 -4.49 0.19
H -2.62 4.41 1.05
H -3.90 5.36 0.23
H -3.09 4.10 -0.60
H -4.39 2.44 0.26
H -5.50 3.76 0.41
H -5.69 2.78 2.54
H -4.73 4.24 2.70
H -3.78 2.47 3.95
H -5.35 0.58 3.49
H -5.91 -1.52 3.67
H -5.16 -2.76 2.97
H -3.63 -2.42 1.19
H -1.35 -2.12 0.33
H -0.62 -0.53 0.46
H -2.41 0.29 -1.24
H -2.82 -1.40 -1.43
H -0.28 -1.77 -2.07
H -1.39 -1.07 -3.20
H -0.60 1.27 -2.32
H 0.27 0.35 -3.51
H 1.55 -0.70 -1.49
H 1.06 0.81 -0.68
H 2.06 2.04 -2.73
H 2.80 0.45 -3.10
H 3.98 0.53 -0.91
H 3.21 2.07 -0.55
H 5.55 2.26 -1.56
H 4.81 1.76 -3.08
H 5.99 4.23 -2.59
H 5.17 4.77 -1.10
H 4.70 5.41 -2.70
H 0.15 1.83 4.06
H -0.91 0.54 3.59
H 1.17 0.83 1.57
H 1.90 0.85 3.14
H -0.07 -1.38 2.69
H 1.38 -1.34 3.68
H 1.33 -1.43 0.68
H 2.78 -1.13 1.67
H 3.16 -3.19 0.12
C 1.65 -7.12 3.83
C 2.71 -6.33 3.07
C 3.25 -5.41 4.14
O 3.13 -6.10 5.39
C 2.31 -7.26 5.20
H 1.40 -8.07 3.37
H 0.74 -6.53 3.92
H 3.50 -7.00 2.73
H 2.32 -5.79 2.21
H 2.66 -4.48 4.20
H 4.30 -5.14 3.98
H 2.95 -8.15 5.24
H 1.58 -7.33 6.01
C 3.47 3.34 -6.76
C 4.14 2.44 -7.78
C 5.44 2.07 -7.07
O 5.15 2.08 -5.67
C 3.86 2.68 -5.45
H 2.39 3.42 -6.89
H 3.89 4.35 -6.82
H 3.54 1.54 -7.94
H 4.31 2.91 -8.75
H 6.22 2.82 -7.26
H 5.82 1.09 -7.35
H 3.16 1.89 -5.17
H 3.93 3.39 -4.62
C -5.95 0.53 7.64
C -6.61 1.91 7.73
C -5.76 2.72 6.76
O -5.32 1.80 5.75
C -5.59 0.46 6.17
H -6.60 -0.29 7.95
H -5.05 0.50 8.25
H -7.64 1.85 7.38
H -6.61 2.32 8.74
H -4.88 3.14 7.25
H -6.32 3.53 6.30
H -6.43 0.08 5.57
H -4.71 -0.16 5.97
C 2.53 -2.18 -7.08
C 1.08 -1.98 -7.51
C 0.45 -1.44 -6.23
O 1.47 -0.71 -5.55
C 2.74 -0.99 -6.16
H 3.23 -2.20 -7.90
H 2.63 -3.11 -6.52
H 1.02 -1.23 -8.30
H 0.60 -2.89 -7.86
H 0.11 -2.25 -5.58
H -0.40 -0.78 -6.43
H 3.05 -0.10 -6.72
H 3.48 -1.18 -5.38
*
```

LUMO: -3.86 eV



No. 7
Computed, not measured: C35H30InN10O3S2 as an isolated structure at a distorted geometry, with ωB97M-V with the def2-TZVPD basis set.

ORCA input file:
```
! RIJCOSX wB97M-V def2-TZVPD def2/J DEFGRID3
* xyz 1 1
In -0.60 1.17 2.13
C -2.62 -4.16 1.63
C -1.14 -4.05 1.57
C -0.43 -4.80 0.63
C 0.90 -4.55 0.35
C 1.56 -3.53 1.02
C 0.96 -2.81 2.01
C -0.40 -3.07 2.33
H -2.97 -3.69 0.70
H -3.13 -3.55 2.43
H -3.03 -5.19 1.62
H -0.91 -5.53 0.03
H 1.42 -5.10 -0.45
H 2.59 -3.31 0.69
H 1.57 -2.00 2.42
H -0.86 -2.51 3.09
N 5.75 6.00 2.50
C 4.64 5.16 2.86
C 3.84 4.62 1.87
C 2.66 3.95 2.20
C 2.36 3.88 3.55
C 3.20 4.26 4.58
C 4.40 4.92 4.19
S 0.67 3.22 3.94
O -0.23 3.43 2.81
O 0.21 3.67 5.22
N 0.76 1.60 3.78
C 1.06 0.72 4.76
N 0.71 -0.56 4.56
C 0.92 -1.39 5.62
C 1.46 -1.00 6.85
C 1.82 0.34 6.89
N 1.75 1.15 5.84
H 5.78 6.12 1.50
H 6.61 5.53 2.60
H 4.13 4.54 0.81
H 2.03 3.48 1.52
H 3.05 3.90 5.58
H 5.03 5.29 5.02
H 0.62 -2.43 5.48
H 1.61 -1.75 7.63
H 2.42 0.74 7.70
C -3.78 2.39 -1.93
C -3.82 1.08 -1.38
C -3.27 0.87 -0.18
N -2.72 1.87 0.56
C -2.70 3.14 0.10
C -3.21 3.42 -1.16
H -4.23 2.51 -2.91
H -4.25 0.28 -1.98
H -3.27 -0.12 0.30
H -2.10 3.86 0.66
H -3.03 4.43 -1.58
O 0.70 1.73 0.47
N 0.94 0.78 -0.46
C 2.16 0.87 -1.00
C 3.27 1.60 -0.49
N 4.14 2.20 -0.07
C 2.40 0.01 -2.08
N 2.48 -0.74 -2.97
S -0.66 -3.30 -6.46
C -1.06 -3.17 -4.77
C -0.22 -2.36 -3.97
C -0.68 -2.10 -2.68
N -1.86 -2.60 -2.25
C -2.53 -3.49 -2.94
C -2.12 -3.85 -4.24
C -1.73 -2.14 -7.18
C -3.10 -2.16 -6.93
C -3.79 -1.00 -7.28
N -3.24 0.18 -7.66
C -1.96 0.13 -8.01
C -1.20 -1.01 -7.80
H 0.79 -2.09 -4.27
H -0.23 -1.36 -1.97
H -3.41 -3.90 -2.51
H -2.73 -4.65 -4.74
H -3.62 -3.04 -6.50
H -4.88 -0.99 -7.33
H -1.46 1.08 -8.31
H -0.16 -1.08 -8.12
*
```

Energy relative to the best compared isomer or geometry (same formula, charge and spin): 75.8 kcal per mole
LUMO: -6.71 eV



No. 8
Computed, not measured: a 7-piece molecular cluster, CH16O6 overall at a distorted geometry, with ωB97M-V with the def2-TZVPD basis set.

ORCA input file:
```
! RIJCOSX wB97M-V def2-TZVPD def2/J DEFGRID3
* xyz 0 1
C -0.98 -1.80 0.06
H -2.06 -1.92 0.05
H -0.75 -0.87 0.54
H -0.71 -2.67 0.71
H -0.55 -1.94 -0.91
H 2.05 0.21 -1.18
H 1.64 -1.16 -1.63
O 1.31 -0.26 -1.58
H -1.41 2.70 -0.68
H -1.80 1.25 -0.92
O -1.45 1.85 -0.24
H -1.40 0.59 2.84
H -1.70 1.50 1.62
O -1.15 1.42 2.42
H 2.94 -2.43 1.26
H 2.08 -1.15 1.06
O 2.72 -1.73 0.64
H -0.69 -0.12 -2.66
H -1.79 -0.93 -3.17
O -1.67 -0.09 -2.71
H 2.05 1.24 1.72
H 0.50 1.21 1.80
O 1.27 0.81 1.35
*
```

SMILES: C.O.O.O.O.O.O
Energy relative to the best compared isomer or geometry (same formula, charge and spin): 12.4 kcal per mole
LUMO: 0.59 eV



No. 9
Computed, not measured: a 2-piece molecular cluster, C6H18N2O2Si overall at a distorted geometry, with ωB97M-V with the def2-TZVPD basis set.

ORCA input file:
```
! RIJCOSX wB97M-V def2-TZVPD def2/J DEFGRID3
* xyz 0 3
C -4.21 -0.94 0.01
C -2.94 1.00 0.75
C 1.63 -2.02 0.91
C 1.01 1.83 -0.68
C 5.58 1.08 -0.80
C -2.92 -0.52 0.54
N 2.93 -1.28 0.62
N -1.67 -0.80 -0.28
O 2.15 1.29 -0.37
O 4.63 0.27 -0.21
Si 3.09 -0.05 -0.57
H -5.00 -0.81 0.72
H -4.39 -0.29 -0.81
H -4.40 -1.85 -0.50
H -3.80 1.45 1.23
H -2.96 1.47 -0.24
H -1.92 1.25 1.27
H 0.87 -1.53 0.26
H 1.90 -3.00 0.64
H 1.44 -1.69 2.01
H 0.12 1.56 -0.22
H -1.50 -1.77 -0.21
H 1.21 2.80 -1.00
H 6.73 0.69 -0.71
H 5.53 2.00 -0.23
H 5.27 1.25 -1.80
H -2.60 -1.06 1.51
H 3.73 -1.91 0.63
H -1.71 -0.53 -1.26
*
```

⟨S²⟩: 2.00
LUMO (spin up / spin down): 0.97 / -0.33 eV



No. 10
Computed, not measured: one molecule with the formula C3H3N3 at a distorted geometry, with ωB97M-V with the def2-TZVPD basis set.

ORCA input file:
```
! RIJCOSX wB97M-V def2-TZVPD def2/J DEFGRID3
* xyz 0 1
N -0.22 1.15 1.32
C -0.45 -0.57 -0.72
C -0.41 0.63 0.08
N -0.57 0.91 -1.14
C 0.80 -1.24 -1.05
N 1.83 -1.73 -1.27
H -0.34 0.47 2.05
H 0.62 1.69 1.42
H -1.33 -1.20 -0.74
*
```

SMILES: N#C[C@@H]1N=C1N
Energy relative to the best compared isomer or geometry (same formula, charge and spin): 42.9 kcal per mole
LUMO: 0.49 eV



No. 11
Computed, not measured: C6H10N2 as an isolated structure at a distorted geometry, with ωB97M-V with the def2-TZVPD basis set.

ORCA input file:
```
! RIJCOSX wB97M-V def2-TZVPD def2/J DEFGRID3
* xyz 0 1
C -0.26 -0.66 -0.03
C -1.76 -0.62 -0.29
C -0.30 0.75 -0.43
C 0.96 1.31 0.26
C 1.77 0.27 -0.05
C 1.13 -1.05 -0.50
H -0.72 0.40 1.61
H 0.71 -0.41 1.72
H -2.12 -0.75 -1.45
H -2.31 -1.09 0.55
H -2.14 1.44 -0.59
H -0.23 0.75 -1.59
H 1.52 2.25 0.66
H 2.80 0.32 0.12
H 1.30 -1.25 -1.51
H 1.71 -1.91 -0.08
N -0.31 -0.65 1.49
N -1.75 0.88 0.11
*
```

Energy relative to the best compared isomer or geometry (same formula, charge and spin): 123.6 kcal per mole
LUMO: 0.96 eV



No. 12
Computed, not measured: C3H2Li2MgO3 as an isolated structure at a distorted geometry, with ωB97M-V with the def2-TZVPD basis set.

ORCA input file:
```
! RIJCOSX wB97M-V def2-TZVPD def2/J DEFGRID3
* xyz 1 2
C -1.45 -0.05 0.63
C -0.39 -0.71 -0.08
O -2.31 0.48 1.18
H -0.80 -1.11 -1.00
H -0.06 -1.57 0.51
Mg -0.33 2.03 1.91
Li -2.23 2.15 2.34
O 0.85 0.14 -0.33
C 1.51 0.02 -1.43
O 1.78 -0.67 -2.31
Li 3.42 -0.72 -1.43
*
```

Energy relative to the best compared isomer or geometry (same formula, charge and spin): 112.4 kcal per mole
⟨S²⟩: 0.78
LUMO (spin up / spin down): -3.43 / -3.65 eV